This record from OMol25 describes a molecular structure, C6H4I2NO2S. The level of theory is ωB97M-V/def2-TZVPD.

```
16
C6H4I2NO2S (ωB97M-V/def2-TZVPD)
I 2.91 -1.79 0.02
I 3.51 1.72 0.43
S -1.82 -0.10 -0.83
O -4.47 -0.47 -0.42
O -1.48 -0.31 3.04
N -3.11 -0.56 1.46
C 1.94 0.43 -1.83
C 2.26 0.23 -0.42
C -0.93 -0.16 0.62
C 0.27 0.23 0.91
C -3.44 -0.48 0.22
C -1.91 -0.38 1.87
H 2.82 0.24 -2.55
H 0.72 0.07 1.78
H 1.07 -0.08 -2.14
H 1.67 1.39 -2.17
```

Its energy above the lowest of the compared OMol25 structures with the same formula, charge and spin is 0.4555 eV. The charge is -1. For the lowest unoccupied orbital energy (spin up / spin down), the calculation gives 2.11 / 2.11 eV. For the total energy, the calculation gives -1429.79955 a.u. The value obtained for the molar mass is 408.0 g/mol. The orbital gap (spin up / spin down) comes out at 7.3 / 7.3 eV.

Here are the Löwdin charges for atoms 1 to 8, given in e: number 1, I, carries 0.665; number 2, I, carries 0.670; number 3, S, carries 0.896; number 4, O, carries -0.021; number 5, O, carries -0.006; number 6, N, carries 0.108; number 7, C, carries -0.373; number 8, C, carries -1.291